No. 1
Below is a structure of composition C27H51GdNO2Si2, with properties calculated with ωB97M-V/def2-TZVPD.

The geometry in XYZ format:
```
84
Properties=species:S:1:pos:R:3:forces:R:3
Gd -0.993 0.729 0.818 2.004 -0.098 -0.549
Si -0.861 -3.490 0.384 0.068 -0.045 -0.474
Si -3.969 1.039 0.652 -1.021 -0.320 -0.972
O 1.058 -0.090 -1.285 -0.501 1.718 -0.036
O 2.202 -2.394 -0.622 1.245 -1.030 -0.131
N -0.791 2.999 -0.087 0.299 1.067 -0.688
C 2.941 -2.808 0.556 -0.479 -0.023 -0.601
C -5.111 -0.225 1.429 0.134 -0.084 0.199
C 1.786 4.109 2.387 -0.621 -0.503 -0.339
C -1.562 3.513 -1.089 0.338 0.259 0.862
C -1.095 -3.826 -1.449 0.024 0.010 0.026
C -2.829 0.222 -0.580 -0.861 0.124 -0.804
C 0.827 3.285 1.727 1.128 0.534 1.037
C -2.549 -3.578 1.201 0.116 -0.065 0.058
C -0.229 -1.701 0.508 0.916 -0.674 -1.148
C 0.770 1.920 2.034 -0.725 -0.099 -0.591
C 3.315 0.465 -1.997 0.485 0.073 -0.279
C -0.357 5.246 0.677 -0.284 -0.066 -0.314
C 2.646 3.554 3.341 -0.283 -0.067 -0.308
C -2.965 1.865 2.060 -0.010 -0.033 0.719
C 3.881 -3.308 -2.180 0.242 -0.226 -0.335
C -5.017 2.353 -0.171 0.007 0.340 0.175
C -0.123 3.863 0.744 -0.365 -0.165 -0.326
C 2.435 -3.228 -1.778 -0.230 0.290 0.768
C 1.612 1.373 2.986 0.968 1.032 0.582
C -1.837 4.874 -1.182 -0.052 -0.268 -0.314
C 4.009 -1.799 0.893 0.257 0.086 0.094
C 0.242 -4.799 1.129 0.059 -0.012 0.114
C 0.269 1.011 -3.377 -0.036 0.020 -0.264
C -1.238 5.756 -0.277 0.316 -0.563 0.397
C 2.152 0.860 -1.141 -0.647 -0.497 0.037
C 0.501 -0.264 -2.603 0.426 -0.278 0.473
C 2.565 2.191 3.643 -0.426 -0.447 -0.233
H 1.842 5.170 2.141 0.213 -0.243 0.192
H -0.166 -3.725 -2.026 -0.277 -0.040 0.161
H -5.278 -1.052 0.727 -0.028 0.138 0.187
H 1.537 0.312 3.236 0.185 0.182 0.058
H 4.339 -2.328 -2.318 -0.077 -0.077 0.007
H -3.157 -0.805 -0.811 0.231 0.249 0.188
H -5.933 2.517 0.414 0.207 0.081 -0.181
H 3.233 1.753 4.386 -0.113 0.169 -0.131
H -3.720 1.988 2.846 0.144 0.115 -0.060
H 0.139 5.890 1.402 -0.249 -0.101 -0.355
H 1.205 1.541 -3.589 -0.274 -0.072 0.031
H -1.845 -3.149 -1.880 0.103 -0.173 0.027
H -2.585 2.867 1.805 0.005 -0.297 0.159
H 3.384 -3.801 0.380 -0.190 0.228 0.170
H -4.489 3.311 -0.266 -0.158 -0.146 -0.030
H -3.131 -2.655 1.083 0.042 -0.180 -0.011
H 2.210 -2.901 1.367 0.137 0.002 -0.060
H 1.129 -5.010 0.516 -0.246 0.052 0.194
H -1.137 -1.232 0.038 0.630 -0.742 0.411
H 1.829 -2.795 -2.575 0.032 -0.029 0.072
H 3.612 -0.572 -1.818 -0.225 0.298 0.019
H -2.150 1.299 2.597 -0.920 0.623 0.225
H 4.540 -2.139 1.790 0.013 0.157 -0.123
H 2.409 0.845 -0.073 -0.150 -0.065 -0.255
H 0.570 -4.499 2.134 -0.034 -0.217 -0.174
H 4.175 1.097 -1.768 -0.005 0.046 -0.045
H 3.078 0.598 -3.056 0.163 -0.102 0.053
H 3.934 -3.835 -3.135 0.131 -0.041 0.046
H 0.714 -1.513 -0.211 -2.247 -0.561 1.942
H 4.728 -1.721 0.067 -0.125 0.059 0.274
H 2.039 -4.229 -1.556 0.076 0.019 -0.163
H -0.186 0.734 -4.335 0.045 0.165 0.117
H -1.441 6.820 -0.306 -0.034 -0.098 -0.068
H -6.083 0.231 1.664 0.263 -0.146 0.005
H 1.767 1.860 -1.373 0.199 -0.016 0.002
H -1.456 -4.858 -1.558 0.026 0.225 -0.118
H 4.468 -3.872 -1.454 0.057 0.042 -0.083
H -2.752 0.757 -1.541 -0.085 -0.031 0.296
H -1.950 2.802 -1.828 -0.037 0.318 0.531
H -0.444 -0.807 -2.445 0.254 0.153 -0.009
H -2.519 5.225 -1.959 0.318 -0.059 0.226
H -4.689 -0.635 2.356 -0.181 -0.051 -0.156
H 3.584 -0.806 1.097 0.091 -0.285 -0.079
H -3.114 -4.406 0.747 0.054 0.220 0.230
H 3.372 4.194 3.843 -0.174 -0.226 -0.136
H 0.018 -1.449 1.562 -0.366 0.116 -0.284
H -0.413 1.687 -2.852 0.119 -0.084 -0.053
H -0.346 -5.727 1.218 0.230 0.221 0.019
H -2.430 -3.780 2.272 -0.176 0.021 -0.118
H -5.306 2.020 -1.177 0.057 0.036 0.260
H 1.182 -0.937 -3.134 -0.149 0.160 -0.246
```
Forces are in eV/Å.

## Properties
- Kohn-Sham gap (alpha / beta): 7.539 / 5.567 eV
- Energy: -2608.99313 hartree
- HOMO (alpha / beta): -10.28 / -9.70 eV
- F_max: 0.0588 Eh/bohr
- Net charge: +1
- ΔE to the lowest compared entry with this formula, charge and spin: 0.000 eV
- Expectation value of S²: 16.064
- Spin multiplicity: 8

Results of the Mulliken charge analysis, in e, for atoms 1 through 8: -0.109 0.401 0.225 0.671 0.235 0.792 -0.395 -1.163


No. 2
Below is a structure of composition C27H51N2O2P3Ti, with properties calculated with ωB97M-V/def2-TZVPD.

The geometry in XYZ format:
```
86
Properties=species:S:1:pos:R:3:forces:R:3
Ti 0.627 -0.058 -1.298 -1.734 -1.071 2.912
P -0.524 -0.502 1.280 0.093 -0.268 0.712
P -0.590 2.153 -1.170 -0.111 0.793 -0.462
P -4.935 -2.371 -1.894 0.352 -0.008 -0.019
O 2.751 3.254 2.471 0.767 -1.147 -0.304
O -0.959 -1.255 -1.866 0.270 -1.631 -1.925
N 4.528 2.289 3.609 -0.986 -0.436 -0.754
N 2.367 0.067 -0.092 0.913 0.539 0.154
C 0.484 3.594 -1.483 0.061 0.048 -0.102
C 2.544 1.159 0.704 0.234 -1.118 0.017
C -1.727 -1.871 -4.049 -0.727 -0.115 -1.039
C -1.736 -4.539 -3.183 0.782 0.018 1.221
C -4.966 -0.734 -1.166 -0.090 0.421 0.102
C 4.649 4.782 3.813 -0.138 0.333 0.100
C 4.761 0.431 1.330 -0.584 0.073 -0.196
C 1.758 -0.545 -2.860 0.648 0.182 -1.366
C -1.141 -3.569 -2.386 -0.180 -1.247 -0.038
C -0.815 -2.310 1.274 -0.094 -0.216 -0.055
C -5.855 -2.473 -3.426 -0.101 -0.005 -0.229
C -2.087 0.079 2.061 -0.210 0.184 -0.234
C 1.154 0.777 -3.007 0.987 0.157 -1.541
C -1.220 -2.202 -2.763 0.338 1.987 1.890
C 3.371 -0.846 -0.164 0.208 0.391 0.215
C 4.668 1.003 4.337 0.561 -0.146 -0.333
C -1.592 2.793 0.206 -0.087 0.030 0.288
C 3.669 1.291 1.514 -0.112 0.040 -0.105
C 4.589 -0.666 0.493 -0.266 -0.328 -0.319
C -2.351 -4.186 -4.385 -0.166 -0.345 -0.302
C 4.631 3.439 4.512 -0.186 0.210 0.411
C -5.434 -3.604 -0.693 0.003 -0.369 0.120
C -2.310 -2.862 -4.829 0.313 1.491 -0.096
C -1.811 2.207 -2.527 -0.121 0.023 -0.205
C 0.602 -0.323 2.727 -0.009 0.066 -0.145
C 3.600 2.363 2.570 0.086 1.263 1.145
C 3.397 0.466 4.970 -0.172 0.087 0.209
H -2.843 -4.948 -4.991 0.177 0.168 0.125
H -1.711 -5.581 -2.860 -0.005 0.289 -0.142
H -5.467 -3.304 -4.029 -0.195 0.110 0.180
H 2.642 0.196 4.219 0.221 0.160 0.188
H 5.078 0.253 3.653 -0.007 0.067 0.391
H -2.849 0.276 1.297 0.060 -0.008 0.243
H 5.116 5.512 4.478 -0.032 -0.053 -0.117
H -1.754 3.868 0.037 -0.048 -0.318 0.112
H 3.640 -0.442 5.534 -0.082 0.202 -0.057
H -1.700 -0.829 -4.376 -0.036 -0.328 0.105
H 2.967 1.199 5.668 0.017 -0.253 -0.197
H 3.200 -1.702 -0.818 0.095 0.238 0.284
H -5.608 -0.739 -0.274 0.152 0.083 -0.295
H -2.468 -0.686 2.753 0.208 0.252 -0.173
H -3.942 -0.456 -0.878 -0.315 -0.066 -0.036
H 5.421 1.184 5.117 -0.174 -0.131 -0.328
H -1.239 -2.615 0.308 0.045 0.032 0.348
H 0.999 3.508 -2.444 -0.128 0.083 0.194
H -4.658 -4.380 -0.640 -0.314 0.115 0.035
H -3.580 -2.619 -2.200 -0.463 0.039 0.041
H 0.417 0.939 -3.798 0.174 -0.028 0.244
H 3.804 3.412 5.241 0.206 0.029 -0.125
H -2.565 2.289 0.254 0.273 0.133 0.031
H 1.235 3.681 -0.688 -0.157 0.092 -0.133
H 1.747 1.905 0.731 0.237 -0.204 0.188
H -1.513 -2.575 2.081 0.317 -0.091 -0.208
H -0.145 4.494 -1.490 0.249 -0.137 0.004
H 1.390 -1.360 -3.497 0.046 0.296 0.144
H 5.382 -1.401 0.344 -0.233 0.268 0.037
H 3.630 5.111 3.599 0.335 0.058 -0.079
H -5.352 -0.004 -1.890 0.114 -0.152 0.237
H -5.746 -1.544 -4.001 -0.024 -0.224 0.183
H 1.797 1.657 -2.867 -0.099 -0.396 -0.130
H -2.740 -2.589 -5.794 0.150 -0.142 0.256
H 1.452 -1.009 2.623 -0.144 0.193 0.022
H -5.552 -3.144 0.297 0.018 -0.149 -0.286
H -2.076 3.255 -2.725 -0.066 -0.301 0.002
H 0.980 0.707 2.763 -0.117 -0.238 0.102
H 2.844 -0.602 -2.717 -0.453 0.054 -0.025
H -2.710 1.649 -2.235 0.176 0.188 -0.039
H 0.138 -2.834 1.426 -0.251 0.030 -0.058
H -1.409 1.757 -3.442 -0.122 0.248 0.200
H -6.916 -2.645 -3.203 0.216 0.070 -0.097
H 0.077 -0.538 3.670 0.132 -0.003 -0.324
H 5.226 4.747 2.884 -0.036 0.015 0.105
H -1.909 1.006 2.624 -0.088 -0.259 -0.221
H 5.561 3.295 5.078 -0.212 -0.021 -0.205
H -1.072 2.664 1.162 -0.119 0.121 -0.169
H -6.383 -4.061 -1.003 0.226 0.094 0.154
H 5.704 0.628 1.838 -0.241 -0.094 -0.171
H -0.638 -3.817 -1.451 -0.223 -0.018 -0.270
```
Forces are in eV/Å.

## Properties
- Kohn-Sham gap (alpha / beta): 7.187 / 3.512 eV
- Energy: -3192.00347 hartree
- HOMO (alpha / beta): -15.32 / -15.32 eV
- F_max: 0.0691 Eh/bohr
- Net charge: +3
- ΔE to the lowest compared entry with this formula, charge and spin: 0.000 eV
- Expectation value of S²: 0.776
- Spin multiplicity: 2

Results of the Mulliken charge analysis, in e, for atoms 1 through 8: 0.320 1.350 1.396 1.234 -0.655 -0.264 0.293 0.578


No. 3
Below is a structure of composition C27H51N2OP3PdSe, with properties calculated with ωB97M-V/def2-TZVPD.

The geometry in XYZ format:
```
86
Properties=species:S:1:pos:R:3:forces:R:3
Pd -2.212 -1.451 -0.305 1.950 4.967 1.207
Se -4.516 -1.547 0.313 -1.025 0.775 0.850
P -2.102 0.501 -2.001 -0.629 0.781 -3.224
P -1.522 -3.453 -1.098 0.594 -1.873 -0.469
P -0.772 -0.900 1.949 1.004 -1.340 2.511
O 4.057 1.195 1.735 1.008 0.167 -1.255
N 5.860 1.287 0.323 1.390 3.988 0.011
N 1.609 -0.268 -1.298 -0.346 -0.287 0.646
C -2.957 -4.379 -0.425 -0.099 -0.061 -0.283
C -2.245 2.352 -2.232 0.033 0.457 1.558
C -5.467 -0.183 1.169 -0.412 0.632 -0.173
C 6.740 1.838 1.392 0.422 -1.848 -0.197
C 0.998 -1.454 2.122 0.423 0.069 -1.219
C -5.223 1.221 1.298 -0.041 0.478 0.134
C -1.615 -2.237 2.911 -0.619 -0.122 -0.840
C 2.372 0.400 -0.433 0.912 -0.328 -0.325
C -7.478 1.564 2.213 0.144 -0.422 -0.100
C -6.733 -0.665 1.600 -0.834 -0.172 0.303
C -0.884 0.303 -3.378 0.789 -0.682 0.438
C -0.688 0.325 3.352 -0.532 1.074 -0.886
C 2.176 -1.178 -2.100 0.783 0.438 -0.090
C -6.221 2.065 1.811 1.202 -0.202 -0.407
C 0.021 -4.071 -0.310 0.447 -0.245 0.051
C 6.040 2.039 -0.955 -0.094 -0.567 -1.143
C -7.708 0.185 2.112 -0.057 -0.709 0.038
C 3.774 0.254 -0.433 -0.687 -0.175 0.343
C 4.397 -0.676 -1.282 -0.387 0.214 0.042
C 4.532 0.977 0.632 -2.035 -1.798 0.944
C -0.094 2.901 0.806 -1.299 -0.421 -0.019
C -3.631 0.038 -2.961 -0.161 -0.649 1.064
C 7.443 1.841 -1.580 0.187 0.029 0.147
C 6.412 3.253 1.810 -0.626 1.108 0.027
C -1.352 3.195 1.239 0.607 -1.566 -0.525
C -1.399 -3.451 -2.930 0.064 -0.147 -0.438
C 3.575 -1.403 -2.149 -0.891 -0.030 -0.209
H 3.907 -2.117 -2.909 0.328 0.223 0.585
H -8.661 -0.231 2.455 0.386 0.127 -0.230
H -0.479 -2.929 -3.247 -0.327 -0.087 0.391
H -6.923 -1.738 1.506 -0.206 0.340 0.149
H -2.895 -4.267 0.667 -0.036 -0.096 -0.222
H 7.760 1.781 0.993 -0.227 -0.037 0.110
H -2.067 0.191 0.376 -0.396 -1.086 -0.469
H 6.644 1.163 2.238 0.036 0.005 0.131
H -1.319 -2.133 3.970 -0.172 -0.124 -0.574
H 0.061 2.525 -0.250 0.146 1.381 1.058
H 8.225 2.335 -0.979 -0.314 -0.253 -0.304
H -2.702 -2.083 2.788 0.396 -0.273 0.380
H 7.656 0.762 -1.644 0.062 0.405 -0.094
H -2.182 3.363 0.547 0.360 -0.253 -0.074
H -4.255 1.631 0.972 -0.531 -0.116 0.219
H -2.595 2.580 -3.255 0.225 -0.569 0.379
H 5.401 3.284 2.237 0.321 0.078 -0.042
H -1.284 2.862 -2.064 -0.281 -0.282 -0.044
H -1.712 2.996 2.258 0.721 1.268 -0.025
H -1.581 0.952 3.327 0.104 0.079 0.234
H 0.197 0.960 3.238 -0.286 -0.064 -0.106
H -2.252 -2.865 -3.304 0.212 -0.238 0.076
H 1.471 -1.723 -2.759 0.717 0.322 0.323
H 0.119 0.478 -2.947 -0.434 -0.059 -0.506
H 0.764 2.914 1.502 -0.549 -0.430 -0.397
H 0.823 -3.357 -0.536 -0.175 -0.040 -0.031
H 0.427 -5.073 -0.548 -0.687 0.368 -0.360
H -0.637 -0.176 4.330 -0.022 -0.229 -0.569
H 5.488 -0.798 -1.191 -0.592 -0.185 -0.444
H -0.941 -0.716 -3.797 0.122 0.375 0.247
H -2.972 2.781 -1.534 0.093 -0.025 -0.140
H 1.895 1.047 0.317 0.168 -0.122 -0.590
H -4.463 -0.093 -2.245 0.111 0.169 -0.634
H -1.384 -4.407 -3.480 -0.139 0.112 0.661
H 5.253 1.707 -1.660 0.518 0.270 0.463
H 1.298 -2.138 1.317 -0.087 0.166 0.296
H 7.134 3.580 2.567 -0.128 -0.260 -0.138
H -0.106 -4.082 0.779 -0.172 0.137 -0.178
H 6.477 3.969 0.977 0.054 -0.254 0.260
H -6.028 3.137 1.916 0.018 -0.429 -0.151
H -1.098 1.021 -4.203 -0.068 -0.345 0.805
H -3.856 0.838 -3.692 0.162 -0.474 0.402
H 1.684 -0.588 2.093 -0.434 -0.326 0.024
H -3.069 -5.433 -0.667 0.217 -0.078 -0.137
H 5.876 3.130 -0.762 0.029 -0.785 0.224
H -3.444 -0.927 -3.463 -0.197 0.456 0.122
H -8.260 2.228 2.596 0.372 -0.215 -0.142
H 7.485 2.283 -2.595 -0.239 -0.267 0.622
H 1.128 -1.972 3.090 -0.430 0.285 -0.302
H -1.342 -3.236 2.526 -0.173 0.428 0.204
H -3.851 -3.834 -0.768 0.242 -0.523 0.025
```
Forces are in eV/Å.

## Properties
- Kohn-Sham gap (alpha / beta): 7.524 / 4.779 eV
- Energy: -4795.84393 hartree
- HOMO (alpha / beta): -19.25 / -19.25 eV
- F_max: 0.1064 Eh/bohr
- Net charge: +4
- ΔE to the lowest compared entry with this formula, charge and spin: 3.057 eV
- Expectation value of S²: 6.061
- Spin multiplicity: 5

Results of the Mulliken charge analysis, in e, for atoms 1 through 8: 0.212 0.017 1.061 0.627 1.113 -0.472 0.471 0.063